Entry 1:
Computed, not measured: a cluster of 9 separate species, C57H52N8O4S in total in a non-equilibrium geometry, with the ωB97M-V functional and the def2-TZVPD basis.

Geometry as XYZ:
```
122
Properties=species:S:1:pos:R:3:forces:R:3
C 9.206 -0.430 -0.094 -0.8 0.0 0.5
C 8.447 0.813 -0.543 1.1 0.6 -0.9
O 9.049 1.653 -1.172 -0.6 -0.5 0.2
O 7.118 0.996 -0.239 0.5 -0.8 -0.1
C 6.254 0.836 -1.382 -0.1 0.2 -0.2
C 5.978 -0.633 -1.642 -0.4 0.7 0.5
C 6.883 -1.428 -2.310 0.5 0.8 -0.2
C 6.642 -2.756 -2.589 1.0 -0.1 -0.4
S 7.855 -3.686 -3.493 -0.1 -0.4 0.0
C 5.454 -3.333 -2.190 0.2 -0.6 -0.1
C 4.555 -2.542 -1.530 -1.4 -0.4 0.5
C 4.783 -1.209 -1.239 -0.5 0.4 0.3
C 3.674 -0.468 -0.513 0.0 0.2 0.2
O 3.880 0.330 0.380 -0.2 -0.3 -0.7
C 2.288 -0.831 -0.996 0.9 0.2 0.3
C 1.267 0.077 -1.126 -0.1 0.6 0.3
C 0.056 -0.365 -1.614 -0.8 0.8 -0.2
C -0.149 -1.675 -1.961 -0.4 -1.1 -0.4
C 0.862 -2.607 -1.802 -0.1 -0.1 0.0
C 2.063 -2.156 -1.317 1.2 -1.0 0.2
C 3.215 -3.110 -1.108 -0.1 0.0 0.1
O 3.084 -4.213 -0.616 0.1 0.5 -0.8
H 9.494 -1.006 -0.977 0.0 0.2 0.0
H 8.613 -1.089 0.545 0.1 0.2 0.0
H 10.113 -0.096 0.414 -0.1 -0.1 -0.1
H 6.683 1.317 -2.271 0.2 -0.2 0.2
H 5.341 1.383 -1.152 0.1 -0.2 0.1
H 7.804 -0.959 -2.649 -0.1 -0.1 -0.1
H 8.919 -2.860 -3.401 -0.4 0.0 0.1
H 5.208 -4.375 -2.374 0.1 0.1 0.0
H 1.399 1.119 -0.853 0.1 -0.1 0.0
H -0.767 0.332 -1.748 0.1 0.0 0.0
H -1.094 -2.023 -2.368 0.0 0.3 0.1
H 0.761 -3.655 -2.061 -0.2 0.1 0.1
C -3.724 4.102 -3.440 0.0 0.0 0.0
C -4.594 3.350 -2.666 0.0 0.0 0.0
C -4.581 1.972 -2.814 -0.1 -0.2 0.0
N -3.780 1.327 -3.664 0.1 0.2 0.0
C -2.952 2.069 -4.402 -0.1 -0.2 0.1
C -2.882 3.452 -4.329 -0.1 0.1 0.1
H -3.703 5.181 -3.352 0.0 0.0 0.0
H -5.267 3.820 -1.961 0.0 0.0 0.0
H -5.242 1.342 -2.226 0.0 0.1 0.0
H -2.319 1.518 -5.082 0.1 0.1 0.0
H -2.191 4.000 -4.949 0.0 -0.1 0.0
C -6.890 1.489 2.253 0.1 0.0 0.1
C -7.907 1.727 1.344 -0.1 0.1 -0.1
C -7.955 0.952 0.195 0.0 -0.1 -0.1
N -7.076 -0.010 -0.090 0.0 0.1 0.1
C -6.104 -0.222 0.797 0.0 -0.1 -0.1
C -5.966 0.493 1.978 0.0 0.0 0.0
H -6.820 2.073 3.163 0.0 0.0 0.0
H -8.646 2.497 1.524 0.0 0.0 0.1
H -8.737 1.101 -0.543 0.0 0.0 0.0
H -5.402 -1.008 0.539 0.0 0.0 0.1
H -5.157 0.275 2.662 0.0 0.0 0.0
C 3.909 -5.317 3.285 0.1 0.0 -0.2
C 2.942 -4.618 2.580 0.0 0.0 0.1
C 1.981 -3.924 3.302 -0.1 0.0 0.1
N 1.930 -3.893 4.634 0.1 -0.1 -0.1
C 2.869 -4.575 5.291 -0.1 0.1 0.0
C 3.876 -5.297 4.669 -0.1 0.0 0.0
H 4.678 -5.871 2.763 0.0 -0.1 0.0
H 2.932 -4.609 1.498 0.0 0.0 0.1
H 1.206 -3.359 2.795 0.0 0.0 -0.1
H 2.801 -4.534 6.374 0.1 0.0 0.0
H 4.615 -5.830 5.253 0.0 0.0 0.0
C -8.580 7.334 3.482 0.0 0.1 0.0
C -9.447 6.577 4.253 0.0 0.0 0.0
C -9.425 5.199 4.104 0.0 -0.2 0.0
N -8.620 4.559 3.257 0.1 0.2 0.0
C -7.795 5.305 2.523 0.0 -0.2 0.0
C -7.733 6.688 2.597 0.0 0.0 0.0
H -8.565 8.413 3.570 0.0 0.0 0.0
H -10.125 7.043 4.954 0.0 0.0 0.0
H -10.084 4.565 4.687 0.0 0.0 0.0
H -7.153 4.756 1.841 0.0 0.1 0.0
H -7.042 7.242 1.977 0.0 0.0 0.0
C -12.474 -0.715 1.337 0.0 -0.1 0.0
C -13.114 0.451 0.953 0.0 0.0 0.0
C -12.702 1.645 1.524 0.1 0.1 0.1
N -11.725 1.737 2.427 -0.1 -0.1 -0.1
C -11.123 0.603 2.785 0.1 0.2 0.1
C -11.456 -0.642 2.273 0.0 0.0 0.0
H -12.765 -1.668 0.914 0.0 0.0 0.0
H -13.915 0.437 0.226 0.0 0.0 0.0
H -13.172 2.584 1.251 0.0 0.0 0.0
H -10.334 0.709 3.521 0.0 -0.1 0.0
H -10.930 -1.529 2.599 0.0 0.0 0.0
C -1.186 2.566 -9.801 0.0 0.0 -0.1
C -1.179 3.805 -9.182 0.0 0.0 0.0
C -1.293 3.849 -7.801 0.0 0.0 0.2
N -1.414 2.769 -7.030 0.1 0.0 -0.4
C -1.420 1.586 -7.647 0.0 0.1 0.2
C -1.308 1.430 -9.019 0.0 0.0 0.0
H -1.098 2.488 -10.877 0.0 0.0 0.0
H -1.087 4.717 -9.756 0.0 0.0 0.0
H -1.289 4.798 -7.275 0.0 0.0 -0.1
H -1.522 0.722 -6.998 0.0 -0.1 -0.1
H -1.318 0.444 -9.463 0.0 0.0 0.0
C 8.718 3.623 1.228 0.0 -0.2 0.1
C 8.118 4.767 0.728 0.0 0.0 0.0
C 8.507 5.992 1.246 0.1 0.1 0.1
N 9.425 6.136 2.203 0.0 -0.1 -0.1
C 9.989 5.024 2.671 0.0 0.1 0.0
C 9.675 3.751 2.220 0.0 0.1 0.0
H 8.441 2.649 0.846 0.0 0.4 0.2
H 7.365 4.710 -0.046 0.0 0.0 0.0
H 8.066 6.915 0.883 0.0 0.0 0.0
H 10.731 5.172 3.450 0.0 -0.1 0.0
H 10.168 2.883 2.638 0.0 0.0 0.0
C 5.932 -10.164 5.422 0.0 -0.1 0.1
C 6.910 -9.728 4.544 0.0 0.0 0.0
C 6.556 -8.802 3.575 -0.1 0.1 -0.1
N 5.326 -8.307 3.434 0.1 -0.2 0.2
C 4.397 -8.741 4.289 0.0 0.1 -0.2
C 4.648 -9.662 5.295 0.0 0.0 0.0
H 6.168 -10.885 6.194 0.0 0.0 0.0
H 7.925 -10.096 4.608 0.0 0.0 0.0
H 7.289 -8.431 2.867 0.0 0.0 0.0
H 3.406 -8.323 4.151 0.0 0.0 0.1
H 3.856 -9.977 5.961 0.0 0.0 0.0
```
Forces are in eV/Å.

Kohn-Sham gap (eV): 8.455
SMILES string: CC(=O)OCc1cc(S)cc2c1C(=O)c1ccccc1C2=O.c1ccncc1.c1ccncc1.c1ccncc1.c1ccncc1.c1ccncc1.c1ccncc1.c1ccncc1.c1ccncc1
E_HOMO (eV): -9.1

Entry 2:
Computed, not measured: a structure of composition C57H57F3INO3P3S5Sc in a non-equilibrium geometry, with the ωB97M-V functional and the def2-TZVPD basis.

Geometry as XYZ:
```
131
Properties=species:S:1:pos:R:3:forces:R:3
Sc -0.115 -0.586 1.140 -0.2 -1.0 0.1
C -0.411 -6.221 -0.248 0.3 0.2 -0.4
C -0.005 -5.354 0.936 -0.2 0.4 0.2
S 0.306 -3.598 0.487 0.1 -0.4 -0.1
C 2.123 -3.599 0.232 -0.4 0.2 0.0
C 2.520 -3.440 -1.226 0.0 0.3 -0.3
S 1.371 -2.354 -2.135 0.3 -0.1 -0.4
C 0.584 -3.579 -3.245 0.0 0.2 0.4
C -0.308 -4.597 -2.561 0.0 -0.4 0.1
S 0.598 -5.984 -1.749 -0.3 0.0 0.0
H -1.447 -6.050 -0.530 -0.1 -0.1 0.1
H -0.280 -7.271 0.018 -0.2 0.0 0.0
H 0.910 -5.720 1.399 -0.1 0.0 0.1
H -0.804 -5.342 1.679 0.1 -0.1 0.1
H 2.506 -4.534 0.635 0.1 0.1 0.1
H 2.506 -2.770 0.829 0.0 -0.2 -0.1
H 2.507 -4.398 -1.741 0.1 0.2 0.1
H 3.519 -3.008 -1.295 0.0 0.0 0.0
H 1.377 -4.062 -3.813 0.0 0.1 -0.1
H -0.020 -2.972 -3.921 0.0 -0.1 -0.1
H -0.960 -5.053 -3.307 -0.1 0.1 0.0
H -0.894 -4.107 -1.789 -0.1 0.0 -0.1
C 5.889 4.819 1.219 -0.2 -0.2 -0.4
S 5.713 3.791 -0.260 0.1 0.1 -0.2
C 4.191 4.517 -0.969 0.3 -0.3 0.3
C 2.949 3.802 -0.452 0.1 -0.1 -0.2
C 2.911 2.394 -1.041 0.3 0.5 0.2
N 1.928 1.488 -0.447 -0.4 -1.1 0.0
P 2.378 0.089 0.446 0.4 1.6 0.0
C 3.945 -0.458 -0.276 -0.5 -0.5 0.0
C 4.104 -0.402 -1.659 -0.1 0.1 0.1
C 5.271 -0.870 -2.235 0.0 0.0 0.0
C 6.266 -1.419 -1.439 0.0 0.0 0.0
C 6.083 -1.530 -0.070 0.0 0.0 0.1
C 4.919 -1.063 0.518 -0.1 0.1 -0.1
C 2.837 0.834 2.049 -0.6 -0.6 0.0
C 4.073 1.368 2.381 -0.1 0.0 0.1
C 4.273 1.942 3.628 0.0 0.1 0.0
C 3.233 1.989 4.545 0.0 -0.1 -0.1
C 1.984 1.468 4.229 -0.3 0.2 -0.6
C 1.754 0.912 2.955 1.5 0.7 0.4
P 0.237 1.565 -0.736 1.1 0.9 0.2
C 0.272 2.106 -2.481 -0.4 -0.5 0.1
C 0.203 3.432 -2.895 -0.1 0.0 0.2
C 0.413 3.748 -4.226 0.0 0.0 -0.1
C 0.696 2.750 -5.146 0.0 0.0 0.1
C 0.760 1.426 -4.737 0.1 -0.1 -0.1
C 0.544 1.103 -3.411 0.1 0.1 0.1
C -0.326 3.064 0.148 -0.2 -0.2 0.0
C 0.304 3.481 1.317 0.1 -0.2 -0.2
C -0.217 4.520 2.062 -0.1 0.0 0.0
C -1.394 5.137 1.664 0.0 0.0 0.0
C -2.045 4.710 0.517 -0.1 0.1 0.1
C -1.522 3.674 -0.234 0.2 -0.2 -0.1
H 6.772 4.468 1.742 0.1 0.0 0.1
H 5.011 4.712 1.849 0.0 0.1 0.2
H 6.028 5.854 0.922 0.0 0.1 0.1
H 4.275 4.413 -2.050 0.0 0.1 0.0
H 4.182 5.575 -0.714 0.0 0.1 -0.1
H 2.058 4.364 -0.737 -0.1 0.0 0.1
H 2.992 3.752 0.637 0.0 0.0 0.0
H 3.901 1.951 -0.890 -0.2 0.1 -0.1
H 2.736 2.473 -2.121 0.0 -0.1 0.1
H 3.311 0.003 -2.273 0.0 0.1 -0.1
H 5.399 -0.808 -3.303 0.0 0.0 -0.2
H 7.178 -1.774 -1.890 0.1 0.0 0.0
H 6.847 -1.979 0.545 0.1 0.0 0.0
H 4.764 -1.163 1.584 0.1 0.0 0.0
H 4.875 1.341 1.657 0.1 0.0 0.0
H 5.236 2.360 3.873 0.1 0.0 0.1
H 3.387 2.437 5.514 0.0 0.0 0.1
H 1.142 1.585 4.900 0.0 -0.1 0.1
H 1.754 -0.515 4.460 -0.8 -1.0 -0.3
H -0.004 4.221 -2.186 0.0 0.0 0.0
H 0.368 4.780 -4.542 0.0 0.1 0.0
H 0.872 3.007 -6.179 0.0 0.0 -0.1
H 0.982 0.650 -5.452 0.0 -0.1 -0.1
H 0.594 0.072 -3.079 0.0 0.0 -0.1
H 1.204 2.980 1.648 0.0 0.1 0.0
H 0.284 4.840 2.963 0.1 0.1 0.1
H -1.806 5.942 2.251 -0.1 0.1 0.1
H -2.966 5.183 0.208 -0.1 0.1 0.0
H -2.032 3.344 -1.130 -0.1 0.0 0.0
I -2.212 1.339 2.556 -1.0 0.4 -0.4
C -4.130 1.833 1.698 0.6 0.1 0.4
C -4.671 3.004 2.172 0.6 -0.4 0.0
C -5.959 3.402 1.805 -0.3 -0.1 -0.2
C -6.692 2.592 0.991 0.1 0.2 0.2
C -6.157 1.388 0.488 0.2 -0.1 0.0
C -6.989 0.582 -0.311 0.1 -0.2 -0.1
C -6.552 -0.617 -0.789 -0.1 0.2 0.0
C -5.239 -1.004 -0.532 0.2 0.2 0.2
C -4.359 -0.236 0.209 0.0 -0.2 0.0
P -2.679 -1.063 0.142 -0.8 -0.3 -0.4
C -3.242 -2.628 0.919 0.3 0.1 0.1
C -3.762 -2.430 2.203 -0.1 0.0 -0.1
C -4.163 -3.499 2.978 0.0 0.1 0.0
C -4.067 -4.788 2.476 0.0 0.0 0.0
C -3.564 -4.993 1.203 0.0 -0.1 0.0
C -3.136 -3.923 0.431 0.1 0.2 -0.1
C -2.620 -1.063 -1.698 0.4 0.1 0.2
C -2.745 -2.101 -2.609 0.1 -0.1 0.2
C -2.718 -1.834 -3.970 0.0 0.0 -0.1
C -2.591 -0.538 -4.435 0.0 0.0 0.0
C -2.486 0.509 -3.532 -0.1 0.0 0.0
C -2.483 0.242 -2.178 -0.1 -0.1 0.1
C -4.814 0.977 0.802 -0.2 -0.1 -0.2
H -4.101 3.614 2.855 0.1 0.1 0.1
H -6.367 4.317 2.198 -0.1 0.1 0.0
H -7.705 2.848 0.725 -0.1 0.0 0.0
H -7.988 0.927 -0.524 -0.2 0.1 0.0
H -7.191 -1.257 -1.376 -0.1 0.0 -0.1
H -4.902 -1.945 -0.946 0.0 0.0 0.0
H -3.850 -1.420 2.591 -0.1 0.0 0.1
H -4.546 -3.327 3.972 -0.1 0.0 0.1
H -4.382 -5.627 3.076 -0.1 -0.1 0.0
H -3.503 -5.998 0.812 0.0 -0.1 -0.1
H -2.728 -4.107 -0.549 0.0 0.0 -0.1
H -2.894 -3.118 -2.285 0.0 -0.1 0.1
H -2.818 -2.650 -4.669 0.0 -0.1 -0.1
H -2.591 -0.340 -5.495 0.0 0.0 -0.1
H -2.416 1.525 -3.886 0.1 0.1 0.0
H -2.422 1.058 -1.462 -0.1 0.0 -0.1
F -1.106 -2.943 4.787 0.4 0.3 -0.1
C -0.673 -1.835 4.234 0.3 0.3 -0.1
F -1.144 -0.782 4.871 0.2 -0.1 0.2
F -1.152 -1.800 2.951 -0.1 0.0 0.1
S 1.241 -1.790 4.033 -0.1 -0.2 0.2
O 1.767 -2.820 4.848 0.2 -0.3 0.7
O 1.385 -1.943 2.598 0.2 0.2 -0.2
O 0.565 0.412 2.654 -0.7 0.7 -0.2
```
Forces are in eV/Å.

Kohn-Sham gap (eV): 6.983
Charge: +2
E_HOMO (eV): -12.3

Entry 3:
Computed, not measured: a structure of composition C57H60Br2I2KN5O4Si in a non-equilibrium geometry, with the ωB97M-V functional and the def2-TZVPD basis.

Geometry as XYZ:
```
132
Properties=species:S:1:pos:R:3:forces:R:3
K -1.118 -1.488 -0.321 -1.2 0.1 1.8
I -1.211 -3.332 2.502 -0.7 -0.2 0.7
C -2.967 -3.407 3.738 0.2 0.2 0.0
I -4.189 -1.651 3.655 0.0 -0.1 0.0
H -2.654 -3.499 4.771 0.0 0.0 0.0
H -3.606 -4.235 3.453 0.0 0.0 0.0
C 6.405 2.278 -0.986 0.1 -0.1 0.0
O 7.201 1.211 -0.501 -0.1 0.4 0.0
C 6.755 -0.055 -0.753 -0.1 -0.1 -0.1
C 5.566 -0.356 -1.399 -0.1 -0.2 0.0
C 5.203 -1.684 -1.616 -0.1 -0.1 0.0
C 6.029 -2.736 -1.223 -0.3 0.1 0.4
C 7.225 -2.404 -0.578 0.0 -0.1 0.1
C 7.576 -1.090 -0.328 0.1 -0.2 0.1
N 5.851 -4.094 -1.600 -0.2 -0.1 -0.4
N 4.750 -4.690 -1.780 0.3 0.0 0.4
C 3.484 -4.394 -1.282 -0.1 0.3 0.0
C 2.452 -4.887 -2.100 0.2 0.1 0.1
C 1.116 -4.654 -1.880 -0.1 0.0 0.0
C 0.657 -3.954 -0.725 0.3 -0.3 -0.2
O -0.541 -3.678 -0.515 0.5 -1.4 -0.3
C 1.713 -3.594 0.250 0.1 0.0 0.0
N 1.274 -3.117 1.431 0.3 0.0 -0.3
C 2.130 -2.781 2.368 -0.2 0.0 0.0
C 3.508 -2.965 2.211 0.1 0.0 0.0
C 3.977 -3.493 1.035 0.0 0.1 -0.1
C 3.091 -3.788 -0.026 0.1 0.0 -0.1
H 6.908 3.196 -0.692 0.0 0.0 0.0
H 5.403 2.273 -0.553 0.0 -0.1 0.1
H 6.319 2.249 -2.077 0.0 0.0 0.0
H 4.897 0.428 -1.724 -0.1 0.0 0.0
H 4.268 -1.905 -2.114 0.0 0.0 0.0
H 7.875 -3.214 -0.263 0.0 0.1 -0.1
H 8.496 -0.846 0.193 -0.1 0.0 -0.1
H 2.767 -5.426 -2.988 0.0 0.0 0.0
H 0.367 -4.997 -2.584 0.0 0.0 0.0
H 1.703 -2.390 3.290 0.1 0.0 0.0
H 4.187 -2.713 3.018 -0.1 0.0 0.0
H 5.028 -3.711 0.938 0.2 0.1 -0.1
C -3.049 5.800 -3.408 0.0 0.0 0.0
C -3.919 4.623 -3.881 0.0 0.0 0.1
C -5.321 4.762 -3.270 0.0 0.0 0.0
C -4.048 4.718 -5.402 0.0 0.0 -0.1
C -3.285 3.299 -3.445 0.0 0.0 0.0
C -3.041 3.053 -2.094 0.0 0.0 0.0
C -2.436 1.880 -1.699 0.0 -0.1 0.1
Br -2.111 1.571 0.162 -0.2 0.2 -0.1
C -2.012 0.845 -2.586 0.1 0.0 -0.1
O -1.427 -0.202 -2.133 -0.5 1.0 -1.7
C -2.310 1.096 -3.974 0.0 0.0 0.1
C -2.919 2.295 -4.343 0.1 0.0 0.0
C -1.980 0.027 -5.032 0.0 0.0 0.1
C -2.746 -1.268 -4.707 0.0 0.0 0.0
C -2.386 0.468 -6.440 -0.1 0.0 0.0
C -0.468 -0.260 -5.061 -0.1 0.0 0.0
H -3.474 6.757 -3.738 0.0 -0.1 0.0
H -2.037 5.709 -3.813 -0.1 0.0 0.0
H -2.971 5.821 -2.318 0.0 0.0 -0.1
H -5.786 5.710 -3.572 0.0 -0.1 0.0
H -5.279 4.735 -2.177 0.0 0.0 -0.1
H -5.963 3.939 -3.601 0.0 0.1 0.0
H -4.482 5.686 -5.673 0.0 0.0 0.0
H -4.700 3.932 -5.796 0.1 0.1 0.0
H -3.071 4.635 -5.888 -0.1 0.0 0.0
H -3.323 3.772 -1.332 0.0 0.0 0.0
H -3.120 2.455 -5.395 0.0 0.0 0.1
H -3.827 -1.076 -4.701 0.1 0.0 0.0
H -2.450 -1.649 -3.729 0.0 0.0 0.0
H -2.537 -2.039 -5.461 0.0 0.1 0.1
H -3.466 0.645 -6.510 0.1 0.0 0.0
H -2.127 -0.322 -7.152 0.0 0.0 0.0
H -1.863 1.382 -6.743 -0.1 -0.1 0.0
H -0.127 -0.578 -4.077 0.0 0.0 0.0
H 0.077 0.645 -5.355 0.0 -0.1 0.0
H -0.241 -1.050 -5.790 0.0 0.1 0.1
C 2.435 0.968 -3.247 -0.1 -0.1 0.1
N 1.781 0.881 -1.960 0.0 -0.1 0.1
C 1.241 2.108 -1.397 0.0 -0.1 0.0
C 1.576 -0.305 -1.341 0.0 0.2 0.2
O 1.030 -0.447 -0.257 1.1 0.4 -0.5
H 3.349 1.567 -3.181 0.0 0.0 0.0
H 1.773 1.432 -3.981 0.0 0.0 0.0
H 2.699 -0.031 -3.600 0.0 0.1 0.0
H 2.041 2.832 -1.215 0.0 0.0 0.0
H 0.746 1.875 -0.455 0.1 0.0 -0.1
H 0.508 2.544 -2.082 0.0 0.0 0.0
H 1.962 -1.166 -1.919 0.0 0.1 0.1
C -2.594 4.062 6.076 0.0 -0.1 0.0
C -2.183 4.029 4.745 0.0 0.0 0.0
C -1.454 2.948 4.262 0.0 0.0 0.0
C -1.098 1.862 5.078 0.0 0.1 0.5
C -1.523 1.924 6.417 0.0 0.2 -0.1
C -2.258 3.002 6.910 0.1 -0.1 -0.1
Si -0.185 0.376 4.284 -0.3 -0.1 -0.9
C 1.610 1.058 4.087 0.1 0.2 0.4
C 2.220 1.864 5.065 0.2 0.0 -0.2
C 3.547 2.276 4.955 -0.2 -0.1 -0.1
C 4.311 1.868 3.865 0.0 0.0 0.0
C 3.731 1.071 2.885 0.0 0.0 0.0
C 2.393 0.691 2.989 0.1 0.0 0.0
C 0.061 -0.852 5.719 0.2 -0.2 0.3
C 1.308 -1.434 6.014 -0.1 0.0 0.1
C 1.442 -2.491 6.910 -0.1 0.0 0.0
C 0.330 -2.998 7.573 0.0 0.1 0.0
C -0.916 -2.426 7.325 0.0 0.1 -0.1
C -1.046 -1.387 6.412 0.1 -0.1 -0.1
H -3.172 4.900 6.454 0.0 0.0 0.0
H -2.445 4.845 4.078 0.0 0.0 0.0
H -1.158 2.933 3.213 -0.1 0.0 0.1
H -1.266 1.112 7.093 0.0 0.1 -0.1
H -2.559 3.021 7.954 0.0 0.0 0.0
H 1.639 2.169 5.933 0.0 0.0 -0.1
H 3.991 2.900 5.726 0.0 0.0 0.0
H 5.355 2.162 3.781 -0.1 0.0 0.0
H 4.329 0.730 2.044 -0.1 0.0 0.0
H 1.949 0.084 2.202 0.0 0.1 0.0
H 2.200 -1.037 5.534 -0.1 -0.1 0.0
H 2.421 -2.922 7.095 0.0 0.0 0.0
H 0.430 -3.819 8.276 0.0 0.0 0.0
H -1.795 -2.803 7.841 0.0 0.0 0.0
H -2.035 -0.978 6.210 0.1 -0.1 0.0
Br -7.606 -4.132 -2.933 0.0 0.0 0.0
C -6.262 -3.426 -1.792 0.0 -0.1 0.0
C -5.576 -2.291 -2.164 0.1 0.2 0.0
C -4.605 -1.817 -1.288 0.1 0.1 0.0
N -4.316 -2.399 -0.127 0.2 0.1 -0.2
C -4.989 -3.493 0.201 -0.1 -0.1 0.1
C -5.980 -4.055 -0.597 0.0 0.0 0.1
H -5.783 -1.787 -3.099 0.1 0.0 0.0
H -4.031 -0.924 -1.539 -0.1 -0.1 0.0
H -4.728 -3.948 1.153 0.0 0.0 -0.1
H -6.508 -4.947 -0.291 0.0 0.0 0.0
```
Forces are in eV/Å.

Kohn-Sham gap (eV): 4.097
Charge: -2
E_HOMO (eV): -0.9